Density functional theory data (ωB97M-V with the def2-TZVPD basis set) for 3 unconnected molecules or ions with the total composition C9H12O9.

Positions of all 30 atoms, in Å:
C -2.723 0.233 -2.601
C -3.485 -1.064 -2.524
O -2.862 -1.786 -1.465
C -1.767 -1.110 -1.075
O -1.068 -1.447 -0.172
O -1.485 -0.117 -1.952
H -3.156 0.999 -1.954
H -2.637 0.555 -3.633
H -3.335 -1.661 -3.427
H -4.551 -0.903 -2.373
C 2.078 4.498 0.091
C 1.598 5.262 -1.157
O 1.173 4.261 -2.032
C 0.977 3.103 -1.357
O 0.405 2.119 -1.724
O 1.398 3.262 -0.116
H 1.734 4.903 1.037
H 3.165 4.428 0.101
H 2.374 5.849 -1.662
H 0.863 6.060 -0.986
C 1.583 -4.416 2.414
C 1.074 -3.009 2.233
O 0.247 -2.871 3.395
C 0.658 -3.791 4.308
O 0.170 -3.883 5.382
O 1.654 -4.553 3.831
H 2.555 -4.531 1.932
H 0.944 -5.179 1.967
H 0.539 -2.937 1.287
H 1.879 -2.272 2.230

Results
- Gap between HOMO and LUMO: 11.21 eV
- Spin multiplicity: 1
- HOMO: -10.59 eV
- Energy: -1027.30858 hartree
- SMILES string: O=C1OCCO1.O=C1OCCO1.O=C1OCCO1
- Largest force on an atom: 0.04232 hartree/bohr
- LUMO level: 0.62 eV